Below is a 8-piece molecular cluster, C4H25N2O7 overall at a distorted geometry, with properties calculated with ωB97M-V/def2-TZVPD.

Geometry (Å):
C -1.532 -3.242 -0.957
C -0.258 -3.549 -0.141
C 0.931 -2.740 -0.800
N 0.826 -1.243 -0.615
C 0.910 -0.458 -1.715
N 0.695 0.837 -1.577
H -1.558 -2.187 -1.002
H -1.597 -3.503 -2.014
H -2.246 -3.818 -0.301
H -0.241 -3.459 0.980
H -0.121 -4.599 -0.208
H 1.997 -3.190 -0.365
H 1.113 -3.079 -1.830
H 0.581 -0.847 0.237
H 1.240 -0.924 -2.517
H 1.142 1.343 -2.350
H 0.278 1.422 -0.825
H 1.120 3.078 1.871
H 1.170 3.037 3.394
O 1.797 3.073 2.616
H -1.409 0.705 1.642
H -1.463 -0.835 1.318
O -0.859 -0.086 1.486
H 3.357 0.170 -1.124
H 3.744 0.589 -2.521
O 3.059 0.204 -1.891
H -0.765 4.665 0.001
H 0.796 4.408 0.198
O -0.104 4.227 0.422
H -2.500 3.327 -1.233
H -1.094 2.655 -1.409
O -1.702 3.028 -0.863
H -2.781 2.933 1.483
H -2.433 1.916 0.500
O -2.650 1.951 1.351
H 0.328 -1.186 3.215
H -0.266 -2.656 2.815
O 0.496 -1.968 2.726

Summary:
* charge: +1
* gap between HOMO and LUMO: 10.6 eV
* energy relative to the best compared isomer or geometry (same formula, charge and spin): 6.152 eV
* total energy: -21856.81573 eV